[1]
The following is a quantum chemistry calculation of a single C3H2N4O2 molecule, from OMol25.

```
11
Properties=species:S:1:pos:R:3:forces:R:3:nbo_charge:R:1
C 1.158749 -0.046493 1.433921 1.3 0.1 1.6 0.732
C -0.376823 0.795961 0.272222 -0.9 -4.0 -1.3 0.656
C -1.138763 0.477666 -1.655671 0.0 -1.8 -1.9 0.326
H -1.534647 0.812490 -2.599684 -0.2 0.0 0.0 0.212
H 0.827881 -2.020346 0.720582 0.3 -0.5 0.7 0.417
N 0.429759 1.147486 1.133157 1.4 1.0 1.6 -0.501
N -0.652800 -0.692729 -1.441631 -0.1 1.0 0.8 -0.257
N -0.394544 -0.621451 -0.038494 -0.2 1.6 -0.3 -0.152
N 0.800941 -1.043394 0.543864 -0.9 0.5 -1.4 -0.458
O 1.987712 -0.182339 2.301066 -0.6 0.2 -0.5 -0.561
O -1.107463 1.373148 -0.669331 -0.2 1.9 0.7 -0.415
```
Positions in Å, forces in eV/Å.

Results
- LUMO level: 0.61 eV
- Structure (SMILES): O=c1nc2ocnn2[nH]1
- Energy relative to the best compared isomer or geometry (same formula, charge and spin): 15.8 kcal/mol


[2]
The following is a quantum chemistry calculation of a molecular structure, C3H2N4O5S, from OMol25.

```
15
Properties=species:S:1:pos:R:3:forces:R:3:nbo_charge:R:1
C 3.097432 -0.132870 0.963561 -2.4 -0.1 -1.5 -0.344
C 2.554312 0.929730 0.248881 -0.6 -0.6 0.5 0.556
C 0.097692 1.182019 -0.245748 0.5 1.4 -0.2 0.350
N 2.208920 -1.118960 1.006377 -0.2 -1.9 1.4 -0.221
N -2.270338 -0.332905 -1.923551 1.5 1.0 0.3 -0.701
N 1.080344 -0.803481 0.517116 0.1 -0.9 -0.2 -0.204
N 1.227334 0.455494 0.021817 -1.3 0.7 -0.3 -0.384
O -3.896328 0.745144 -0.149052 0.5 -0.1 0.5 -0.981
O 3.020177 1.982964 -0.101007 0.7 2.4 -0.9 -0.699
O -0.996031 0.505049 -0.018135 2.3 -1.6 0.9 -0.739
O -3.628390 -1.057165 -1.859723 -1.8 -0.9 0.7 -0.716
O -2.679023 -1.313122 0.465470 0.0 0.0 0.6 -0.989
S -3.016969 -0.338983 -0.548759 -2.1 -0.8 -3.2 2.372
H 3.972865 -0.211857 1.444410 3.1 -0.2 1.3 0.171
H -0.771997 -0.491058 0.178342 -0.3 1.6 0.0 0.527
```
Positions in Å, forces in eV/Å.

Results
- LUMO level: 6.20 eV
- Total charge: -2


[3]
The following is a quantum chemistry calculation of a molecular structure, C3H2NO2Se, from OMol25.

```
9
Properties=species:S:1:pos:R:3:forces:R:3:nbo_charge:R:1
C -0.169202 -1.212078 0.712630 -0.8 -1.0 1.3 0.275
C 1.341785 0.433528 -0.353435 -2.7 -0.4 -0.3 0.776
C -0.060368 -0.246191 -0.276470 -2.1 2.5 -2.8 -0.536
N -0.362011 -1.880990 1.629402 0.2 -0.5 0.0 -0.381
O 1.301960 1.589758 0.054881 1.5 1.5 0.6 -0.730
O 2.097295 -0.298055 -0.928218 3.2 -1.0 -1.0 -0.709
Se -1.120437 1.484472 0.311018 -2.0 -2.8 -0.7 0.080
H -0.421023 -0.549826 -1.368393 0.8 0.4 2.6 0.262
H -2.608001 0.679381 0.218582 2.0 1.2 0.2 -0.038
```
Positions in Å, forces in eV/Å.

Results
- LUMO level: 3.26 eV
- Energy relative to the best compared isomer or geometry (same formula, charge and spin): 12.1 kcal/mol
- Total charge: -1


Max |F|, record by record: 4.266, 3.899, 4.314 eV/A
Gap between HOMO and LUMO, record by record: 10.270, 6.833, 8.181 eV
E, record by record: -13196.461, -30170.126, -74075.193 eV